95
Properties=species:S:1:pos:R:3:lowdin_charge:R:1 method="wB97M-V/def2-TZVPD" total_charge=+1 total_energy_ha=-4100.8335 de_lowest_kcal_mol=0.00
Bi 0.104 -0.335 -0.115 1.2144
C 3.165 -1.934 -0.470 -0.0956
N 1.823 -2.456 -0.178 -0.2849
C 1.789 -2.984 1.201 -0.1621
C 0.406 -3.073 1.821 -0.1975
N -0.215 -1.748 2.059 -0.2874
C 0.393 -1.077 3.228 -0.0777
C -1.651 -1.855 2.294 -0.3333
C -2.156 -2.895 3.064 -0.0219
C -3.508 -2.982 3.351 -0.0626
C -4.377 -2.020 2.859 -0.0681
C -3.887 -0.981 2.088 -0.1061
C -2.525 -0.878 1.810 -0.6121
S -2.004 0.563 0.919 0.4865
C 1.349 -3.386 -1.175 -0.2826
C 2.217 -4.292 -1.778 -0.0225
C 1.775 -5.173 -2.749 -0.0670
C 0.439 -5.172 -3.124 -0.0688
C -0.436 -4.275 -2.536 -0.1086
C 0.006 -3.372 -1.568 -0.5412
S -1.228 -2.305 -0.876 0.6515
H 3.957 -2.650 -0.228 0.0939
H 3.341 -1.038 0.130 0.0704
H 3.237 -1.676 -1.525 0.1000
H 2.412 -2.324 1.809 0.1150
H 2.241 -3.981 1.237 0.1410
H 0.519 -3.613 2.766 0.1256
H -0.259 -3.649 1.184 0.1001
H 0.330 -1.716 4.115 0.1059
H -0.146 -0.152 3.426 0.0725
H 1.438 -0.838 3.040 0.0504
H -1.487 -3.645 3.466 0.1140
H -3.876 -3.799 3.957 0.1101
H -5.436 -2.080 3.078 0.1114
H -4.555 -0.231 1.686 0.1041
H 3.260 -4.315 -1.485 0.1136
H 2.471 -5.865 -3.205 0.1101
H 0.080 -5.863 -3.876 0.1115
H -1.485 -4.263 -2.812 0.1011
Cl -0.546 3.158 3.494 0.5364
C 1.202 3.165 3.702 -0.9613
Cl 2.010 1.966 2.665 0.5792
H 1.428 2.922 4.731 0.0299
H 1.579 4.143 3.435 0.0249
C 3.970 1.713 -1.267 -0.0596
C 3.612 3.155 -0.865 -0.3684
C 4.490 3.608 0.308 -0.0668
C 2.146 3.306 -0.464 -0.3135
C 1.755 4.784 -0.239 -0.0713
O 0.635 4.989 -1.117 0.0095
C 0.413 3.815 -1.747 -0.3269
N 1.176 2.836 -1.468 0.1397
C -0.702 3.825 -2.711 -0.1231
C -1.135 5.074 -3.157 -0.0053
C -2.140 5.182 -4.098 -0.0509
C -2.722 4.033 -4.604 -0.0514
C -2.323 2.789 -4.146 -0.0804
C -1.321 2.653 -3.183 -0.2524
P -0.797 0.942 -2.689 1.0085
C -2.380 0.047 -2.979 -0.4399
C -2.466 -1.162 -3.667 -0.1535
C -3.681 -1.823 -3.781 -0.0785
C -4.817 -1.307 -3.177 -0.0714
C -4.734 -0.128 -2.450 -0.0657
C -3.524 0.543 -2.352 -0.1334
C 0.256 0.515 -4.135 -0.3404
C 1.639 0.592 -3.985 -0.1023
C 2.483 0.340 -5.058 -0.0738
C 1.953 -0.004 -6.292 -0.0710
C 0.575 -0.064 -6.454 -0.0637
C -0.271 0.206 -5.391 -0.0925
H 4.907 1.403 -0.801 0.0805
H 4.099 1.614 -2.345 0.0718
H 3.191 1.014 -0.950 0.0333
H 3.791 3.819 -1.717 0.1431
H 4.362 2.926 1.154 0.0591
H 4.251 4.617 0.649 0.0761
H 5.541 3.599 0.015 0.0865
H 1.996 2.719 0.443 0.0350
H 2.545 5.474 -0.531 0.1261
H 1.440 5.010 0.779 0.1237
H -0.659 5.962 -2.764 0.1215
H -2.464 6.156 -4.442 0.1137
H -3.491 4.097 -5.364 0.1140
H -2.799 1.912 -4.555 0.1029
H -1.581 -1.601 -4.107 0.0981
H -3.737 -2.753 -4.334 0.1088
H -5.763 -1.829 -3.261 0.1080
H -5.611 0.270 -1.954 0.1093
H -3.468 1.463 -1.783 0.0979
H 2.043 0.884 -3.025 0.0538
H 3.556 0.417 -4.933 0.1046
H 2.608 -0.217 -7.127 0.1088
H 0.153 -0.319 -7.419 0.1106
H -1.339 0.188 -5.550 0.0992

16
Properties=species:S:1:pos:R:3:lowdin_charge:R:1 method="wB97M-V/def2-TZVPD" total_energy_ha=-627.9679 de_lowest_kcal_mol=16.76 smiles="[H]/N=C/N.CCS"
C 1.642 -1.610 -0.733 -0.1912
C 1.926 -0.231 -0.156 -0.6379
S 1.098 1.109 -1.119 0.5324
H 0.667 -1.976 -0.444 0.0616
H 1.637 -1.593 -1.825 0.0599
H 2.408 -2.294 -0.487 0.0448
H 1.469 -0.155 0.825 0.0192
H 2.990 -0.020 -0.064 0.0546
N -1.523 0.698 1.704 0.1069
C -2.231 0.918 0.551 -0.3189
N -1.783 0.689 -0.618 0.0167
H -0.555 0.443 1.571 0.0737
H -1.694 1.418 2.381 0.0921
H -3.239 1.302 0.714 0.1241
H -2.495 0.719 -1.344 0.0810
H -0.316 0.583 -0.957 -0.1190

13
Properties=species:S:1:pos:R:3:lowdin_charge:R:1 method="wB97M-V/def2-TZVPD" total_energy_ha=-286.5359 de_lowest_kcal_mol=60.09 smiles=O[C@H]1C[C@H]2N[C@@H]12
O 0.144 -1.835 -0.985 -0.0203
C 0.473 -0.489 -0.832 -0.3370
C -0.688 0.563 -0.839 -0.0710
C -0.270 0.961 0.570 -0.2494
N -0.384 -0.270 1.371 0.0571
C 0.837 -0.022 0.581 -0.2038
H -0.424 -2.046 -0.228 0.0887
H 1.238 -0.252 -1.574 0.1453
H -1.692 0.136 -0.918 0.1130
H -0.546 1.344 -1.590 0.1081
H -0.317 1.939 1.037 0.1345
H -0.180 -0.041 2.343 0.0974
H 1.809 0.014 1.063 0.1374

17
Properties=species:S:1:pos:R:3:lowdin_charge:R:1 method="wB97M-V/def2-TZVPD" total_energy_ha=-339.2289 de_lowest_kcal_mol=62.16
C 0.838 -0.979 0.251 -0.0439
C 1.659 0.796 0.704 -0.1896
C -0.568 -0.649 0.080 -0.4680
N -2.122 0.963 -0.481 -0.0553
N -1.504 -1.678 -0.010 0.1171
N 1.905 1.630 -0.387 -0.0149
N -0.891 0.625 0.046 -0.0791
H -2.374 0.504 -1.354 0.0663
H -2.866 0.843 0.200 0.0585
H -1.128 -2.615 -0.035 0.0891
H -2.492 -1.476 0.064 0.0793
H 1.047 2.007 -0.786 0.0727
H 2.456 1.207 -1.124 0.0722
H 1.023 -1.833 0.903 0.0738
H 1.424 -0.988 -0.662 0.0697
H 2.575 0.403 1.136 0.0745
H 1.018 1.241 1.454 0.0775

79
Properties=species:S:1:pos:R:3:lowdin_charge:R:1 method="wB97M-V/def2-TZVPD" total_energy_ha=-3125.9498 de_lowest_kcal_mol=419.78
C 1.715 0.561 5.410 -0.1335
C 1.832 -0.053 3.859 -0.2103
C 0.373 -0.560 3.308 -0.1898
O 0.175 -0.319 1.840 -0.2083
C -1.066 0.457 1.783 -0.1879
C -1.603 0.854 0.291 -0.2511
C -2.761 1.994 0.689 -0.0619
C -2.373 -0.344 -0.557 -0.4124
P -4.260 -0.648 -0.174 0.4194
S -4.606 -1.122 1.680 0.1822
C -1.807 -1.879 -0.491 -0.1353
C -1.386 -2.656 -1.911 -0.0095
C -0.844 -4.238 -1.937 -0.0549
C -0.696 -5.126 -0.562 -0.0641
C -1.089 -4.373 0.858 -0.0378
C -1.639 -2.795 0.877 -0.0128
C -2.487 0.442 -1.994 0.1035
N -1.441 1.327 -2.073 -0.0874
N -1.473 2.084 -3.230 0.1262
C -2.216 3.230 -3.092 0.0529
O -2.630 4.515 -2.993 0.0801
C -0.502 1.276 -0.889 -0.4324
O 0.520 0.242 -1.111 -0.1639
C 1.104 0.281 -2.452 -0.1923
C 2.670 -0.210 -2.552 -0.2052
N 3.115 -1.158 -1.461 -0.0775
C 4.645 -0.966 -1.405 -0.1789
C 5.433 -2.206 -0.678 -0.3665
C 4.579 -2.918 0.527 -0.0792
O 5.973 -3.188 -1.666 -0.1229
P 0.600 2.829 -0.601 1.0131
C -0.441 4.400 -0.249 -0.3239
C 1.668 2.622 1.016 -0.3728
C 2.971 1.695 0.658 -0.1859
H 0.840 1.354 5.449 0.0794
H 2.723 1.155 5.640 0.0871
H 1.524 -0.328 6.148 0.0813
H 2.270 0.822 3.213 0.0812
H 2.573 -0.971 3.847 0.1151
H -0.444 0.034 3.943 0.1254
H 0.196 -1.698 3.568 0.1393
H -0.938 1.471 2.383 0.1338
H -1.916 -0.161 2.320 0.1066
H -3.529 1.576 1.502 0.0957
H -3.287 2.459 -0.246 0.0935
H -2.186 2.866 1.268 0.0894
H -4.633 -1.797 -0.994 0.0290
H -4.970 0.539 -0.635 0.0004
H -1.503 -2.092 -2.932 0.0769
H -0.599 -4.725 -2.998 0.0924
H -0.335 -6.258 -0.624 0.0960
H -0.989 -5.031 1.845 0.0935
H -1.919 -2.356 1.935 0.0622
H -3.376 0.219 -2.754 0.2057
H 0.480 -0.490 -3.115 0.1269
H 1.036 1.306 -3.010 0.1085
H 3.344 0.768 -2.450 0.1072
H 2.834 -0.604 -3.645 0.1395
H 2.803 -0.867 -0.509 0.0742
H 4.814 0.085 -0.907 0.1112
H 4.995 -0.905 -2.544 0.1329
H 6.400 -1.731 -0.166 0.1437
H 3.662 -3.514 0.094 0.0947
H 5.346 -3.607 1.121 0.0966
H 4.251 -2.050 1.274 0.0848
H 6.688 -2.677 -2.179 0.1126
H -0.508 4.482 0.940 0.0539
H 0.126 5.397 -0.580 0.0747
H -1.548 4.350 -0.625 0.0266
H 1.040 2.273 1.937 0.0643
H 2.070 3.719 1.262 0.1066
H 3.938 2.168 1.169 0.0969
H 2.847 0.613 1.090 0.0632
H 3.180 1.734 -0.502 0.0534
F -8.936 1.092 -0.924 -0.2657
Al -7.870 1.684 -2.250 0.1166
F -6.247 2.087 -1.582 -0.2853
F -8.596 3.156 -2.991 -0.2665
F -7.702 0.401 -3.503 -0.2740

13
Properties=species:S:1:pos:R:3:lowdin_charge:R:1 method="wB97M-V/def2-TZVPD" total_energy_ha=-249.3304 de_lowest_kcal_mol=89.64 smiles=C1[C@H]2CN3[C@H]2[C@H]13
C 1.142 -0.566 -0.121 -0.1131
C 0.826 0.491 0.895 -0.1575
C -0.202 1.151 0.125 -0.2439
C -0.124 -0.045 -0.865 -0.2142
C -1.276 -0.605 -0.070 -0.1464
N -0.779 0.238 1.132 0.0441
H 1.076 -1.559 0.346 0.1107
H 2.065 -0.507 -0.701 0.1078
H 1.559 0.994 1.542 0.1340
H -0.548 2.176 0.108 0.1340
H -0.089 0.085 -1.940 0.1239
H -1.431 -1.692 0.008 0.1052
H -2.217 -0.168 -0.448 0.1152

8
Properties=species:S:1:pos:R:3:lowdin_charge:R:1 method="wB97M-V/def2-TZVPD" total_energy_ha=-5478.0827 de_lowest_kcal_mol=0.00 smiles=C[SiH](Br)Br
C 0.028 1.050 0.361 -0.2781
Si -0.225 -0.963 -0.201 -0.2287
Br 1.729 -1.735 0.371 0.3202
Br -0.262 -1.189 -2.430 0.2420
H 1.069 1.337 0.454 -0.0150
H -0.564 1.799 -0.334 0.0583
H -0.279 0.946 1.381 -0.0262
H -1.496 -1.246 0.399 -0.0725

21
Properties=species:S:1:pos:R:3:lowdin_charge:R:1 method="wB97M-V/def2-TZVPD" total_energy_ha=-453.7682 de_lowest_kcal_mol=84.06
C 2.588 -0.788 0.726 -0.1132
C -0.311 0.120 -0.233 -0.2887
C 0.152 1.515 0.011 -0.1906
C -2.663 0.601 0.409 -0.0644
H 2.519 0.068 1.312 0.0481
H 3.647 -0.862 0.580 0.0782
H 2.219 -1.670 1.253 0.0834
H 2.344 -1.288 -1.180 0.0947
H 0.561 1.577 0.994 0.1165
H -0.638 2.211 -0.083 0.0962
H 1.772 1.084 -0.887 0.0423
H -2.509 1.606 0.087 0.0622
H -2.831 0.595 1.487 0.0858
H -3.612 0.244 -0.048 0.0968
H -1.253 -2.155 -0.372 0.0553
H -1.934 -1.401 -1.580 0.0914
N 1.923 -0.663 -0.542 -0.1488
N 0.470 -0.896 -0.475 0.0603
N -1.610 -0.248 -0.028 -0.2045
N -2.021 -1.520 -0.560 0.0639
O 1.187 1.869 -0.869 -0.0650

5
Properties=species:S:1:pos:R:3:lowdin_charge:R:1 method="wB97M-V/def2-TZVPD" total_energy_ha=-3451.4330 de_lowest_kcal_mol=19.92 smiles="O=PBr.Cl"
O -0.357 -0.771 -0.062 -0.5694
P -1.774 -0.977 0.131 0.4771
Cl 2.722 0.920 0.356 0.2453
Br -2.993 0.950 -0.080 0.0933
H 2.402 -0.122 -0.346 -0.2463

48
Properties=species:S:1:pos:R:3:lowdin_charge:R:1 method="wB97M-V/def2-TZVPD" total_energy_ha=-1654.1739 de_lowest_kcal_mol=45.60
N 2.390 -1.719 -1.627 0.1363
C 1.654 -2.073 -2.607 -0.3435
N 0.305 -1.872 -2.554 -0.0469
N -0.256 -1.450 -1.363 0.1434
C -1.432 -0.793 -1.275 -0.4184
O -2.189 -0.645 -2.221 0.0665
C -1.788 -0.334 0.104 -0.1086
C -0.860 -0.109 1.118 -0.0005
C -1.304 0.339 2.345 -0.2683
C -2.641 0.571 2.603 -0.0436
C -3.565 0.361 1.592 -0.0426
C -3.136 -0.082 0.353 0.0019
H -3.837 -0.243 -0.453 0.1209
H -4.614 0.542 1.768 0.1105
H -2.930 0.906 3.586 0.1187
S -0.124 0.658 3.653 0.6796
O -0.627 0.130 4.886 -0.2770
O 1.183 0.254 3.217 -0.2763
N -0.242 2.337 3.747 -0.2372
C 0.177 2.887 5.024 -0.1735
H -0.360 2.349 5.805 0.1203
C -0.160 4.378 5.033 -0.1850
H 0.201 4.850 5.948 0.1298
O 0.475 5.044 3.967 -0.1259
C 0.095 4.501 2.727 -0.1860
H 0.647 5.056 1.967 0.1302
C 0.420 3.007 2.646 -0.1773
H 0.043 2.584 1.713 0.1231
H 1.507 2.852 2.697 0.1331
H -0.986 4.639 2.573 0.1299
H -1.250 4.504 4.956 0.1298
H 1.259 2.753 5.169 0.1381
H 0.203 -0.251 0.994 0.1158
H 0.448 -1.453 -0.631 0.1209
C -0.436 -2.474 -3.637 -0.0639
C 0.669 -2.964 -4.519 -0.1398
C 0.611 -3.575 -5.754 -0.0217
C 1.802 -3.943 -6.366 -0.0744
C 3.024 -3.703 -5.754 -0.0790
C 3.087 -3.088 -4.514 -0.0128
C 1.901 -2.720 -3.904 -0.0982
H 4.038 -2.900 -4.037 0.1123
H 3.935 -3.999 -6.252 0.1032
H 1.776 -4.423 -7.332 0.1037
H -0.338 -3.764 -6.235 0.1155
H -1.071 -3.293 -3.275 0.1447
H -1.084 -1.737 -4.121 0.1290
H 3.378 -1.895 -1.759 0.0434

72
Properties=species:S:1:pos:R:3:lowdin_charge:R:1 method="wB97M-V/def2-TZVPD" total_energy_ha=-4996.4794 de_lowest_kcal_mol=93.81
Na 9.867 -15.969 -14.862 0.3343
C 8.011 -16.715 -17.985 -0.5944
F 7.617 -15.852 -18.925 0.1344
F 7.825 -16.118 -16.796 0.1159
F 7.181 -17.778 -18.045 0.1290
S 9.872 -17.211 -18.347 0.7407
O 9.758 -18.531 -18.967 -0.2947
O 10.379 -16.215 -19.285 -0.3009
N 10.690 -17.117 -16.744 -0.3039
S 12.091 -17.692 -16.984 0.5116
O 12.468 -18.545 -15.895 -0.3032
O 12.446 -18.243 -18.270 -0.2789
C 13.341 -16.190 -16.662 -0.6211
F 12.873 -15.330 -15.679 0.0665
F 14.455 -16.673 -16.278 0.1944
F 13.473 -15.475 -17.788 0.1205
O 9.061 -14.226 -10.567 -0.2767
S 9.278 -13.684 -11.904 0.7239
O 9.687 -14.568 -13.011 -0.3222
O 7.889 -12.908 -12.406 -0.2713
C 7.010 -12.472 -11.444 -0.3001
C 5.713 -12.002 -12.159 -0.0456
C 10.363 -12.213 -11.846 -0.0750
H 7.452 -11.667 -10.858 0.1225
H 6.656 -13.346 -10.897 0.1165
H 5.191 -11.183 -11.664 0.0741
H 4.960 -12.790 -12.127 0.0726
H 5.933 -11.736 -13.193 0.0733
H 10.203 -11.814 -12.848 0.0271
H 11.404 -12.512 -11.724 0.0631
H 10.020 -11.462 -11.135 0.0791
O 10.071 -13.376 -15.568 -0.2977
S 9.485 -12.032 -15.758 0.6921
O 9.110 -11.226 -14.603 -0.2896
O 10.550 -11.131 -16.652 -0.2585
C 11.932 -11.443 -16.653 -0.2468
C 12.347 -12.488 -17.769 -0.0509
C 8.149 -12.127 -16.941 -0.0848
H 12.282 -11.878 -15.717 0.1123
H 12.431 -10.493 -16.843 0.1178
H 11.965 -12.323 -18.777 0.0778
H 11.839 -13.410 -17.486 0.0449
H 13.432 -12.587 -17.780 0.0793
H 8.584 -12.591 -17.826 0.0829
H 7.827 -11.116 -17.187 0.0805
H 7.432 -12.659 -16.315 0.0782
O 7.028 -20.176 -14.192 -0.2805
S 8.330 -19.506 -14.337 0.6812
O 8.427 -18.068 -14.359 -0.2919
O 9.438 -20.216 -13.357 -0.2753
C 10.586 -19.529 -12.956 -0.2710
C 11.094 -20.409 -11.746 -0.0279
C 9.152 -20.087 -15.833 -0.0850
H 10.483 -18.505 -12.596 0.1059
H 11.263 -19.557 -13.810 0.1039
H 11.859 -19.791 -11.276 0.0655
H 11.666 -21.257 -12.121 0.0756
H 10.195 -20.648 -11.177 0.0848
H 8.930 -21.150 -15.926 0.0847
H 10.184 -19.762 -15.696 0.0460
H 8.612 -19.549 -16.611 0.0495
C 14.967 -16.417 -11.226 -0.1219
C 15.181 -15.161 -12.128 -0.1831
O 14.066 -15.148 -12.923 -0.2203
S 12.692 -15.809 -12.269 0.7671
O 11.806 -16.274 -13.283 -0.2169
O 12.137 -14.941 -11.197 -0.2517
O 13.702 -16.978 -11.660 -0.2104
H 15.030 -16.136 -10.175 0.1241
H 15.576 -17.316 -11.323 0.1325
H 16.045 -15.102 -12.789 0.1403
H 15.118 -14.246 -11.539 0.1257

15
Properties=species:S:1:pos:R:3:lowdin_charge:R:1 method="wB97M-V/def2-TZVPD" total_energy_ha=-916.6310 de_lowest_kcal_mol=20.68 smiles=CCS.CS
C 2.707 -0.759 0.073 -0.4484
S 2.454 -0.141 1.816 0.5889
H 3.497 -0.163 -0.413 0.0256
H 2.940 -1.817 0.160 0.0210
H 1.827 -0.520 -0.524 -0.0006
H 1.578 0.853 1.526 -0.1776
C -1.751 1.038 -1.089 -0.2115
C -1.251 0.201 0.069 -0.5366
S -2.739 -0.968 0.478 0.6173
H -2.842 1.162 -1.150 0.0543
H -1.488 0.716 -2.096 0.0726
H -1.325 2.037 -0.905 0.0754
H -0.392 -0.345 -0.307 0.0360
H -0.993 0.626 1.035 0.0461
H -2.223 -1.919 1.326 -0.1626